Run i
Below is a molecular structure, H13O6, with properties calculated with wB97M-V/def2-TZVPD.

Geometry as XYZ:
```
19
H13O6 (wB97M-V/def2-TZVPD)
H -1.7278 -3.8080 4.8106
O -0.3536 0.3888 -0.7871
H 0.6959 0.2349 -0.1499
O 0.2964 3.7630 -3.1969
H -0.7657 0.0403 -4.2075
H -0.5945 4.0449 -3.2318
H -0.7593 1.1930 -0.3737
H -1.9480 -2.2628 4.6280
H 0.3893 0.9119 -3.6557
H 1.0783 -0.7296 1.3772
O 1.3433 0.0453 0.7671
O 0.4597 -1.4492 2.5012
O -1.4019 -2.9875 4.3127
H -0.5201 0.3027 -1.7820
O -0.1489 0.1642 -3.4414
H 2.2364 -0.1519 0.4996
H 1.2775 -1.8709 3.0020
H 0.6408 4.0962 -4.0649
H -0.1979 -1.9256 2.9925
```

## Properties
total charge = +1

Run ii
Below is 6 unconnected molecules or ions with the total composition H13O6, with properties calculated with wB97M-V/def2-TZVPD.

Geometry as XYZ:
```
19
H13O6 (wB97M-V/def2-TZVPD)
H -2.0361 -1.5093 -0.7838
H -1.0155 -1.5271 1.8390
O 0.0065 0.1346 -2.6063
H 1.1984 0.3152 0.5228
H 0.9523 1.9550 2.4859
H -0.3321 1.5236 1.9480
H 0.5855 -0.2259 -0.8933
O -1.1611 -1.9020 -0.8265
H 0.4270 -1.1338 0.4479
O 1.0514 -0.4882 -0.0174
H 0.2651 2.7863 -0.1391
H 1.4224 2.9259 -1.1082
H 0.4523 0.9346 -2.8973
H -0.8843 0.4467 -2.2672
H -0.5861 -2.8743 1.6242
O -0.2250 -2.0479 1.8909
H -1.4789 -2.7670 -0.6073
O 0.5446 1.1439 2.1666
O 0.8132 2.3097 -0.7789
```

## Properties
total charge = +1

It comes down to run i, which is 22.8 kJ/mol more stable than the next structure.